ORCA calculation (wB97M-V/def2-TZVPD) on a structure of composition C33H51AuBN4O7P2.

Geometry as XYZ:
```
99
Properties=species:S:1:pos:R:3:mulliken_spin:R:1
Au -0.3547 -1.0907 -0.2668 0.528
C 0.8093 -4.2817 2.9921 0.000
C 1.4680 -4.1969 1.6216 -0.004
O 2.4072 -5.2677 1.4543 0.000
P 2.4851 -2.6843 1.5063 -0.003
O 3.4961 -2.9145 2.7153 -0.001
O 3.3257 -2.7950 0.1667 -0.003
O 1.8143 -1.3613 1.5668 -0.017
P 0.2654 -4.3627 0.2170 -0.006
O -0.7233 -5.5187 0.7178 0.000
O 1.0910 -4.8014 -0.9346 0.000
O -0.6141 -3.1311 0.1510 -0.028
H 1.5645 -4.2780 3.7772 0.000
H 0.2314 -5.2014 3.0560 0.000
H 0.1300 -3.4384 3.1372 -0.001
H 2.3043 -5.5757 0.5367 0.000
H 4.2286 -2.2873 2.7381 0.000
H 3.5573 -3.7124 -0.0397 0.000
H -0.5138 -6.3590 0.2951 0.000
C -0.7179 -0.5500 5.2077 0.001
C -1.3195 -0.6180 3.8468 -0.006
C -2.6132 -0.8652 3.4309 0.004
C -2.5799 -0.8690 2.0278 -0.008
N -1.3404 -0.6038 1.6297 0.086
N -0.5832 -0.4503 2.7350 0.007
C -3.6678 -1.1481 1.0528 0.004
H -1.4987 -0.4490 5.9576 0.000
H -0.0410 0.2993 5.2975 0.000
H -0.1540 -1.4585 5.4258 0.000
H -3.4734 -1.0240 4.0581 0.003
H 0.4262 -0.5119 2.6124 0.000
H -4.6325 -0.8357 1.4485 0.000
H -3.7112 -2.2186 0.8445 -0.001
H -3.4891 -0.6242 0.1137 0.002
C 2.4498 -0.0726 -4.5548 0.006
C 1.9559 -0.5277 -3.1800 0.004
C 1.7430 -2.0411 -3.1348 0.029
C 2.9015 -0.0701 -2.0864 -0.027
C 4.1896 -0.5868 -2.0250 -0.001
C 5.0752 -0.1786 -1.0434 0.006
C 4.6790 0.7343 -0.0810 -0.006
C 3.3976 1.2736 -0.0894 -0.004
C 2.9710 2.2352 1.0048 0.024
C 3.6402 3.6016 0.8345 -0.006
C 3.2578 1.6650 2.3954 0.004
C 2.5478 0.8759 -1.1240 -0.022
N 1.2288 1.4525 -1.2006 0.118
B -0.0542 0.7788 -0.9107 0.572
N -1.0359 1.8470 -1.1800 0.111
C -0.3960 2.9568 -1.5405 0.282
C 0.9963 2.7125 -1.5536 0.291
C -2.4645 1.7547 -1.0493 -0.042
C -3.0911 2.4124 0.0132 -0.011
C -4.4771 2.3152 0.0877 -0.008
C -5.1939 1.5846 -0.8443 0.004
C -4.5364 0.9198 -1.8662 -0.001
C -3.1534 0.9855 -1.9885 0.004
C -2.4561 0.2708 -3.1300 -0.005
C -2.7627 0.9603 -4.4615 0.006
C -2.8138 -1.2150 -3.1734 -0.010
C -2.3328 3.2131 1.0576 0.037
C -2.6007 4.7115 0.8912 -0.004
C -2.6678 2.7575 2.4788 0.002
H 1.7439 -0.3702 -5.3310 0.000
H 3.4142 -0.5266 -4.7882 0.002
H 2.5737 1.0110 -4.5981 -0.001
H 0.9792 -0.0597 -3.0174 0.005
H 2.6661 -2.5795 -3.3543 0.002
H 1.0011 -2.3431 -3.8753 0.001
H 1.4022 -2.3849 -2.1547 -0.004
H 4.5031 -1.3190 -2.7576 0.000
H 6.0781 -0.5845 -1.0206 0.000
H 5.3763 1.0311 0.6919 0.000
H 1.8882 2.3738 0.9403 0.022
H 4.7232 3.5105 0.9331 0.000
H 3.2911 4.3005 1.5956 0.000
H 3.4413 4.0360 -0.1469 0.002
H 4.3299 1.5675 2.5722 0.000
H 2.8062 0.6787 2.5106 0.000
H 2.8608 2.3306 3.1634 0.000
H -0.9034 3.8773 -1.7854 -0.003
H 1.7813 3.4049 -1.8158 0.001
H -5.0027 2.8199 0.8880 0.000
H -6.2719 1.5281 -0.7711 0.000
H -5.1068 0.3448 -2.5838 0.000
H -1.3749 0.3315 -2.9720 0.025
H -3.8316 0.9232 -4.6777 0.001
H -2.2369 0.4649 -5.2783 0.000
H -2.4633 2.0099 -4.4464 0.000
H -3.8678 -1.3661 -3.4095 0.001
H -2.6079 -1.7051 -2.2187 0.023
H -2.2294 -1.7190 -3.9438 0.001
H -1.2626 3.0418 0.9196 0.006
H -3.6533 4.9361 1.0709 0.000
H -2.3627 5.0603 -0.1155 0.002
H -2.0091 5.2884 1.6028 0.000
H -3.7244 2.9020 2.7073 0.000
H -2.0939 3.3404 3.2008 -0.001
H -2.4308 1.7032 2.6229 0.000
```

- 2S+1 = 3
- HOMO-LUMO gap (alpha / beta) (eV) = 9.705 / 6.123
- F_max (Eh/bohr) = 0.00345
- LUMO (alpha / beta) (eV) = -1.76 / -5.42
- E_tot (eV) = -78290.28520
- <S²> = 2.01
- net charge = +1
- HOMO level (alpha / beta) (Eh) = -0.4215 / -0.4242



ORCA calculation (wB97M-V/def2-TZVPD) on a structure of composition C33H51GeMnN3O2P2.

Geometry as XYZ:
```
93
Properties=species:S:1:pos:R:3:mulliken_spin:R:1
Mn 1.6478 -0.7719 -1.3330 4.553
C 2.1574 -1.9816 2.5421 0.021
P 2.6681 -1.0524 1.0626 0.089
C 2.8649 0.6501 1.6794 0.001
C 4.3967 -1.6103 0.7898 0.000
C 5.0294 -0.9325 -0.4282 0.006
P 4.1300 -1.2808 -1.9905 0.088
C 4.7135 -2.9431 -2.4554 -0.011
C 4.9366 -0.1741 -3.1857 0.004
H 2.8600 -1.8103 3.3590 0.002
H 2.1163 -3.0503 2.3311 0.000
H 1.1706 -1.6465 2.8633 -0.001
H 3.5720 0.6894 2.5099 0.001
H 1.8967 1.0173 2.0307 0.002
H 3.2065 1.3079 0.8797 -0.001
H 4.3857 -2.6971 0.6660 0.000
H 4.9866 -1.4052 1.6859 -0.001
H 6.0709 -1.2416 -0.5438 0.000
H 5.0381 0.1536 -0.3025 0.003
H 5.8026 -2.9711 -2.5132 0.001
H 4.3078 -3.2237 -3.4280 0.001
H 4.3857 -3.6829 -1.7239 0.000
H 6.0226 -0.2630 -3.1343 0.001
H 4.6489 0.8564 -2.9757 0.003
H 4.6195 -0.4224 -4.1995 0.001
N -2.1560 -0.6771 -1.8386 0.002
C -2.2472 -1.6788 -2.9550 0.006
C -1.5347 -1.2198 -4.2240 -0.008
C -0.0325 -1.5103 -4.3269 -0.033
N 0.7846 -0.5448 -3.5532 0.119
C 0.2946 -2.9381 -3.8928 0.060
C -0.3082 -3.3606 -2.5550 -0.019
N 0.4165 -2.7451 -1.4041 0.093
C -1.8090 -3.0695 -2.5127 -0.004
H -2.6435 0.1805 -2.0936 0.000
H -1.2174 -0.3739 -1.5308 0.026
H -2.6375 -1.0306 -1.0010 0.000
H -3.3165 -1.7208 -3.1641 0.000
H -1.7350 -0.1618 -4.4211 -0.001
H -2.0162 -1.7588 -5.0433 0.000
H 0.2156 -1.4197 -5.3875 0.003
H 0.4641 0.4063 -3.7160 0.003
H 1.7297 -0.5505 -3.9302 0.002
H 1.3806 -3.0767 -3.8739 -0.017
H -0.0805 -3.6238 -4.6564 -0.001
H -0.2096 -4.4454 -2.4762 0.001
H 1.2195 -3.3335 -1.1940 0.009
H -0.1663 -2.8058 -0.5697 -0.029
H -2.2233 -3.3027 -1.5275 0.000
H -2.2841 -3.7677 -3.2055 0.000
O 1.8287 1.3737 -1.5388 0.052
C 0.7122 1.5493 -0.9791 0.028
O -0.0144 0.5280 -0.7037 -0.048
C 0.2664 2.9166 -0.5671 -0.005
C -1.1858 3.0523 -0.1156 0.006
Ge -1.7869 2.1211 1.5252 -0.011
C -3.3046 3.1120 2.2179 0.000
C -4.0087 4.0331 1.4444 0.000
C -5.1205 4.6888 1.9590 0.000
C -5.5382 4.4301 3.2559 0.000
C -4.8445 3.5162 4.0394 0.000
C -3.7364 2.8626 3.5220 0.000
C -0.3265 2.0242 2.8114 0.000
C 0.6012 3.0667 2.8744 0.000
C 1.6321 3.0552 3.8037 0.000
C 1.7448 2.0005 4.7003 0.000
C 0.8167 0.9692 4.6707 0.000
C -0.2094 0.9826 3.7338 0.000
C -2.4833 0.2939 1.2186 0.004
C -1.7009 -0.8601 1.3252 -0.002
C -2.2460 -2.1238 1.1376 0.003
C -3.5927 -2.2626 0.8036 0.000
C -4.3883 -1.1289 0.6904 0.000
C -3.8374 0.1331 0.9190 0.000
H 0.5034 3.5944 -1.3905 0.001
H 0.9521 3.2021 0.2380 0.001
H -1.8728 2.8053 -0.9315 0.001
H -1.3651 4.1108 0.0926 -0.001
H -3.6963 4.2567 0.4292 0.000
H -5.6561 5.4054 1.3494 0.000
H -6.4006 4.9442 3.6598 0.000
H -5.1648 3.3192 5.0543 0.000
H -3.1987 2.1582 4.1497 0.000
H 0.5164 3.9158 2.2023 0.000
H 2.3362 3.8765 3.8404 0.000
H 2.5395 1.9955 5.4349 0.000
H 0.8801 0.1622 5.3904 0.000
H -0.9397 0.1801 3.7492 0.000
H -0.6485 -0.7663 1.5600 0.000
H -1.6352 -3.0105 1.2846 -0.002
H -4.0251 -3.2468 0.6710 0.000
H -5.4418 -1.2258 0.4596 0.000
H -4.4833 1.0043 0.8755 0.000
```

- 2S+1 = 6
- HOMO-LUMO gap (alpha / beta) (eV) = 8.422 / 8.358
- F_max (Eh/bohr) = 0.00993
- LUMO (alpha / beta) (eV) = -4.62 / -4.68
- E_tot (eV) = -150019.70342
- <S²> = 8.75
- net charge = +2
- HOMO level (alpha / beta) (Eh) = -0.4791 / -0.4791



ORCA calculation (wB97M-V/def2-TZVPD) on a cluster of 12 separate species, C33H51O35P2S in total at a distorted geometry.

Geometry as XYZ:
```
122
Properties=species:S:1:pos:R:3:mulliken_charge:R:1
O 3.3624 -7.6727 5.1509 -0.579
P 2.9919 -6.3748 3.9958 0.555
O 3.8296 -4.9441 4.6133 -0.581
P 0.7932 -6.1252 4.1299 0.346
S 3.6019 -6.9414 2.2357 -0.493
H 2.7826 -7.4156 5.9509 0.336
H 3.2223 -4.1473 4.5663 0.327
H 0.5819 -7.5748 4.2267 -0.054
H 0.6443 -6.1912 2.6967 -0.092
H 0.9856 -4.6687 4.1128 -0.279
H 0.9196 -6.1168 5.5930 -0.068
H -0.6129 -5.8657 4.3069 -0.331
C 6.8442 -4.9744 0.7765 -0.226
C 5.9768 -3.7679 0.9333 -0.137
O 6.6130 -2.8015 0.1188 -0.317
C 7.3424 -3.4846 -0.8113 0.763
O 7.8820 -2.9703 -1.7767 -0.592
O 7.3882 -4.8176 -0.5206 -0.313
H 6.2778 -5.9069 0.8491 0.137
H 7.6634 -4.9979 1.5028 0.233
H 4.9606 -3.9320 0.5594 0.208
H 5.9229 -3.4261 1.9706 0.287
C 4.3495 -0.1230 -1.7415 -0.112
C 4.2654 -1.5938 -1.9915 0.316
O 2.9604 -1.9239 -1.5555 -0.308
C 2.2181 -0.7802 -1.6233 0.663
O 1.0074 -0.7355 -1.4825 -0.602
O 3.0070 0.3062 -1.8702 -0.347
H 4.9905 0.3866 -2.4662 0.098
H 4.6997 0.1101 -0.7305 0.272
H 4.3571 -1.8433 -3.0539 0.289
H 5.0161 -2.1552 -1.4285 -0.385
C 3.5554 -11.4857 -0.4595 -0.298
C 3.7168 -10.9037 0.9073 -0.300
O 4.7828 -9.9872 0.7471 -0.247
C 4.8186 -9.6471 -0.5745 0.660
O 5.5039 -8.7502 -1.0366 -0.564
O 3.9871 -10.4408 -1.3109 -0.321
H 2.5191 -11.7590 -0.6761 0.282
H 4.1953 -12.3596 -0.6202 0.243
H 2.8268 -10.3571 1.2368 0.250
H 3.9657 -11.6614 1.6554 0.288
C 8.8415 0.8387 -4.7608 -0.344
C 8.9993 0.5451 -3.3042 -0.175
O 8.3542 1.6388 -2.6800 -0.300
C 7.4612 2.1406 -3.5824 0.708
O 6.6157 2.9799 -3.3209 -0.574
O 7.6371 1.5800 -4.8146 -0.322
H 8.7641 -0.0708 -5.3630 0.307
H 9.6552 1.4575 -5.1533 0.261
H 8.4942 -0.3801 -3.0070 0.176
H 10.0488 0.4898 -3.0021 0.287
C -1.8838 0.8365 1.2485 0.177
C -1.0056 -0.2213 0.6631 -0.086
O -0.4689 -0.8661 1.8025 -0.259
C -1.3374 -0.6414 2.8316 0.552
O -1.2747 -1.1917 3.9183 -0.596
O -2.2850 0.2783 2.4856 -0.347
H -2.7526 1.0512 0.6202 0.303
H -1.3437 1.7696 1.4403 -0.091
H -1.5685 -0.9536 0.0746 0.190
H -0.2084 0.1964 0.0422 0.157
C -3.2195 5.9051 1.5334 -0.445
C -1.7639 6.2034 1.6926 -0.441
O -1.1361 5.0428 1.1817 -0.185
C -2.0234 4.4554 0.3266 0.428
O -1.7514 3.5290 -0.4188 -0.589
O -3.2537 5.0403 0.4137 -0.179
H -3.8110 6.8055 1.3461 0.321
H -3.6357 5.3793 2.3990 0.267
H -1.4468 7.0674 1.0991 0.297
H -1.4845 6.3678 2.7369 0.440
C -4.2566 5.4630 -4.4893 -0.415
C -4.0988 5.1693 -3.0327 -0.206
O -4.7439 6.2631 -2.4085 -0.268
C -5.6369 6.7649 -3.3109 0.598
O -6.4824 7.6042 -3.0495 -0.586
O -5.4610 6.2043 -4.5431 -0.315
H -4.3340 4.5535 -5.0915 0.366
H -3.4429 6.0817 -4.8818 0.260
H -4.6039 4.2442 -2.7355 0.220
H -3.0493 5.1141 -2.7306 0.257
C -8.9214 5.9197 -6.7797 -0.402
C -7.5664 6.5447 -6.7008 0.377
O -6.9993 6.2528 -7.9639 -0.315
C -8.0369 6.0469 -8.8268 0.653
O -7.9163 5.9398 -10.0358 -0.556
O -9.2263 5.9776 -8.1605 -0.309
H -9.6666 6.4659 -6.1950 0.303
H -8.9178 4.8717 -6.4622 0.306
H -7.6139 7.6318 -6.5771 0.176
H -6.9592 6.1216 -5.8958 -0.109
C 2.7877 5.5337 1.2201 -0.270
C 2.9456 5.2401 2.6768 -0.334
O 2.3004 6.3338 3.3010 -0.325
C 1.4074 6.8356 2.3986 0.737
O 0.5620 7.6749 2.6600 -0.586
O 1.5834 6.2750 1.1664 -0.288
H 2.7104 4.6242 0.6180 0.277
H 3.6015 6.1525 0.8276 0.254
H 2.4405 4.3149 2.9739 0.266
H 3.9950 5.1848 2.9788 0.298
C -4.0838 -6.0708 4.7493 -0.267
C -4.4595 -6.2100 6.1889 -0.333
O -3.9241 -7.4705 6.5445 -0.327
C -2.9075 -7.7306 5.6713 0.646
O -2.1172 -8.6521 5.7890 -0.544
O -2.8902 -6.8247 4.6502 -0.297
H -3.9098 -5.0299 4.4631 0.292
H -4.8324 -6.5042 4.0779 0.229
H -3.9994 -5.4402 6.8174 0.269
H -5.5423 -6.1918 6.3401 0.286
C -7.6376 6.0375 0.5561 -0.408
C -6.7594 4.9797 -0.0294 0.371
O -6.2227 4.3349 1.1101 -0.277
C -7.0911 4.5597 2.1392 0.648
O -7.0285 4.0094 3.2259 -0.554
O -8.0387 5.4793 1.7932 -0.341
H -8.5064 6.2523 -0.0722 0.335
H -7.0975 6.9706 0.7479 0.304
H -7.3223 4.2475 -0.6178 0.294
H -5.9621 5.3974 -0.6503 -0.332
```

- HOMO-LUMO gap (eV) = 5.092
- F_max (Eh/bohr) = 0.06406
- LUMO (eV) = 1.08
- E_tot (eV) = -136122.93212
- net charge = -1
- HOMO level (Eh) = -0.1473



ORCA calculation (wB97M-V/def2-TZVPD) on a structure of composition C33H52AsF6InN5O5SSbSi3 at a distorted geometry.

Geometry as XYZ:
```
108
Properties=species:S:1:pos:R:3:mulliken_spin:R:1
In -0.3371 -1.5888 0.7008 0.023
N 3.9137 -2.5776 1.3787 0.007
C 2.8630 -1.7565 1.6257 0.003
S 1.5588 -2.3471 2.6047 0.272
N 2.8791 -0.5438 1.1349 0.332
N 1.9801 0.2974 1.5863 0.215
C 1.8055 0.4150 2.8632 0.033
C 0.6892 1.0022 3.5109 0.061
C 0.7985 1.4491 4.8340 0.008
C -0.3093 1.8336 5.5450 -0.005
C -1.5698 1.7223 4.9468 0.015
C -1.7070 1.2927 3.6526 -0.020
C -0.5809 0.9571 2.8540 0.004
O -0.6797 0.6243 1.6187 0.008
H 3.7268 -3.5682 1.4015 0.003
H 4.5283 -2.2668 0.6417 0.005
H 2.5964 0.0430 3.5271 0.017
H 1.7839 1.4810 5.2799 0.001
H -0.2222 2.1901 6.5620 0.000
H -2.4544 1.9793 5.5142 0.000
H -2.6911 1.1900 3.2211 -0.001
C -2.9278 -0.6680 -2.3274 0.001
C -1.4198 -0.8220 -2.4775 -0.001
C -1.0892 -1.2843 -3.9061 0.000
C -0.8352 -1.8482 -1.5486 0.009
H -3.3451 -0.1287 -3.1748 0.000
H -3.1641 -0.1212 -1.4214 0.000
H -3.4000 -1.6470 -2.2787 0.000
H -0.9298 0.1419 -2.2955 -0.001
H -1.5502 -2.2523 -4.1013 0.000
H -0.0138 -1.3862 -4.0289 0.000
H -1.4607 -0.5720 -4.6416 0.000
H 0.1764 -2.0909 -1.8520 0.000
H -1.4358 -2.7542 -1.4965 0.001
F -1.4346 -2.9539 2.6053 0.005
Sb -1.7866 -4.8729 2.7017 0.000
F 0.0343 -5.4252 2.7673 0.002
F -1.6792 -4.6800 4.5964 0.000
F -2.2423 -6.7186 2.9242 0.000
F -3.6421 -4.3651 2.8298 0.000
F -2.1466 -5.2248 0.8491 0.000
C 3.5435 2.4178 -0.5914 -0.002
Si 2.1403 3.5114 0.1077 0.002
C 2.3441 3.6282 2.0150 0.002
C 2.5009 5.3009 -0.5391 0.000
As 0.0841 2.5284 -0.5281 -0.004
Si 0.3754 2.7670 -2.8865 -0.001
C 1.5100 1.2964 -3.3576 -0.001
C -1.2643 2.5811 -3.8755 0.000
C 1.1491 4.3445 -3.6787 0.000
Si -1.4505 4.2600 -0.0439 0.000
C -2.9280 4.1867 -1.2719 0.000
C -2.1879 4.0101 1.7056 0.000
C -0.8684 6.0938 -0.0789 0.000
H 4.5104 2.7069 -0.1903 -0.001
H 3.6047 2.4882 -1.6730 0.000
H 3.3716 1.3778 -0.3347 -0.004
H 2.8025 4.5653 2.3204 0.000
H 2.9740 2.8202 2.3708 -0.006
H 1.3879 3.5423 2.5261 -0.001
H 3.4677 5.3437 -1.0320 0.000
H 2.5206 6.0234 0.2713 0.000
H 1.7582 5.6387 -1.2516 0.000
H 1.5310 0.5726 -2.5440 0.000
H 2.5319 1.6152 -3.5335 0.000
H 1.1743 0.7829 -4.2530 0.000
H -1.9763 1.9492 -3.3562 0.000
H -1.0854 2.1451 -4.8541 0.000
H -1.7319 3.5479 -4.0320 0.000
H 2.1847 4.4745 -3.3824 0.000
H 0.6042 5.2406 -3.3930 0.000
H 1.1198 4.2809 -4.7631 0.000
H -3.8117 4.6903 -0.8911 0.000
H -2.6649 4.6566 -2.2146 0.000
H -3.1959 3.1535 -1.4764 0.000
H -2.7578 3.0893 1.7475 0.000
H -2.8499 4.8196 1.9974 0.000
H -1.4060 3.9380 2.4557 0.000
H -0.5386 6.3912 -1.0699 0.000
H -0.0447 6.2536 0.6098 0.000
H -1.6728 6.7650 0.2073 0.000
C -5.6780 -1.0111 0.8765 0.000
C -4.8654 0.1012 1.0449 0.000
C -3.4929 -0.0770 0.9917 0.000
N -2.9272 -1.2614 0.8348 -0.002
C -3.6985 -2.3187 0.6644 0.000
C -5.0833 -2.2420 0.6635 0.000
H -6.7547 -0.9210 0.9121 0.000
H -5.2827 1.0858 1.2052 0.000
H -2.8013 0.7511 1.0531 -0.001
H -3.1953 -3.2608 0.5149 0.000
H -5.6748 -3.1303 0.5069 0.000
O 1.7146 -2.7037 -0.4750 0.009
C 1.2240 -3.7979 -0.1458 0.021
O 0.1425 -3.9468 0.4505 -0.009
C 2.0750 -5.0015 -0.4839 0.005
C 1.9447 -6.2221 0.1696 -0.003
C 2.8467 -7.2442 -0.0988 0.002
C 3.8562 -7.0674 -1.0254 -0.001
C 3.9660 -5.8480 -1.6892 0.002
C 3.0846 -4.8123 -1.4181 -0.004
N 5.0164 -5.6482 -2.6421 0.000
O 5.0817 -4.5720 -3.2039 0.000
O 5.7964 -6.5609 -2.8393 0.000
H 1.1557 -6.3524 0.8953 -0.001
H 2.7682 -8.1843 0.4267 0.000
H 4.5657 -7.8512 -1.2432 0.000
H 3.1807 -3.8567 -1.9112 -0.002
```

- 2S+1 = 2
- HOMO-LUMO gap (alpha / beta) (eV) = 7.107 / 5.568
- F_max (Eh/bohr) = 0.04201
- LUMO (alpha / beta) (eV) = 1.38 / -0.16
- E_tot (eV) = -176082.09647
- <S²> = 0.76
- net charge = -1
- HOMO level (alpha / beta) (Eh) = -0.2106 / -0.2104



Number 2 is which compound? C33H51GeMnN3O2P2